Molecular formula: CH2Cl4P2
Method: DFT, the ωB97M-V functional and the def2-TZVPD basis

XYZ file:
```
9
Properties=species:S:1:pos:R:3:mulliken_charge:R:1
C -1.876 0.287 0.152 -0.885
P 1.575 -0.864 -1.185 0.305
P -0.127 0.321 0.043 0.717
Cl 1.248 -2.356 0.069 -0.113
Cl 3.291 0.394 0.062 -0.305
Cl 0.549 0.242 1.806 -0.102
Cl 0.143 2.011 -0.872 -0.183
H -2.290 0.348 -0.750 0.286
H -2.512 -0.382 0.676 0.281
```

Properties
LUMO energy   -1.440 eV
SMILES   C=P(Cl)(Cl)P(Cl)Cl
Orbital gap   6.9 eV

---

Molecular formula: CH2ClF2P
Method: DFT, the ωB97M-V functional and the def2-TZVPD basis

XYZ file:
```
7
Properties=species:S:1:pos:R:3:mulliken_charge:R:1
C -1.145 0.157 -0.258 0.181
F 1.287 1.261 -0.375 -0.214
F -1.923 1.003 0.515 -0.201
P 0.657 -0.058 0.145 0.254
Cl -1.873 -1.362 -0.147 -0.101
H 1.206 -0.734 -0.988 0.053
H 1.791 -0.267 1.108 0.026
```

Properties
Expectation value of S²   2.008
LUMO energy (alpha / beta)   0.397 / -1.840 eV
Spin multiplicity   3
Orbital gap (alpha / beta)   6.9 / 10.3 eV

---

Molecular formula: CH2ClFS
Method: DFT, the ωB97M-V functional and the def2-TZVPD basis

XYZ file:
```
6
Properties=species:S:1:pos:R:3:mulliken_charge:R:1
C 0.351 1.643 -1.547 -0.464
F -0.055 -0.945 -1.945 -0.205
S 1.317 -0.239 -2.354 0.118
Cl -0.143 1.488 0.126 -0.098
H -0.543 1.918 -2.135 0.303
H 1.261 2.138 -1.720 0.346
```

Properties
LUMO energy   -0.654 eV
Orbital gap   8.7 eV

---

Molecular formula: CH2ClIO
Method: DFT, the ωB97M-V functional and the def2-TZVPD basis

XYZ file:
```
6
Properties=species:S:1:pos:R:3:mulliken_charge:R:1
C -0.019 0.271 0.357 -0.331
O 0.888 0.745 -0.468 -0.355
Cl 0.393 -2.011 0.079 -0.391
I -2.030 0.251 -0.013 0.246
H 0.204 0.126 1.468 0.429
H 0.564 0.619 -1.422 0.402
```

Properties
LUMO energy   -0.599 eV
Orbital gap   8.9 eV

---

Molecular formula: CH2ClN2O2
Method: DFT, the ωB97M-V functional and the def2-TZVPD basis

XYZ file:
```
8
Properties=species:S:1:pos:R:3:mulliken_charge:R:1
C -0.954 -0.013 -0.208 -0.354
N 0.272 0.688 -0.247 -0.636
N 1.288 0.035 0.175 1.059
O 1.326 -1.185 0.560 -0.734
O 2.321 0.707 0.241 -0.731
Cl -2.393 0.850 0.375 -0.257
H -0.768 -0.880 0.327 0.403
H -1.092 -0.202 -1.222 0.250
```

Properties
LUMO energy   3.698 eV
SMILES   [O-][N+]([O-])=NCCl
Orbital gap   7.9 eV
Charge   -1

---

Molecular formula: CH2ClN2OP
Method: DFT, the ωB97M-V functional and the def2-TZVPD basis

XYZ file:
```
8
Properties=species:S:1:pos:R:3:mulliken_charge:R:1
C 0.913 -0.458 0.517 -0.022
N 0.787 0.697 -0.307 -0.240
N -0.227 0.754 -0.914 0.003
O 0.042 -1.347 0.471 -0.641
P -1.565 -0.057 -1.335 0.463
Cl -2.940 0.934 -0.316 -0.128
H 2.042 -0.761 0.555 0.292
H 0.948 0.238 1.329 0.272
```

Properties
LUMO energy (alpha / beta)   -1.562 / -1.562 eV
Orbital gap (alpha / beta)   7.4 / 7.4 eV

---

Molecular formula: CH2ClNO2
Method: DFT, the ωB97M-V functional and the def2-TZVPD basis

XYZ file:
```
7
Properties=species:S:1:pos:R:3:mulliken_charge:R:1
C 1.492 -0.651 0.427 -0.550
N -2.253 0.830 -0.756 0.636
O -2.276 -0.366 -0.723 -0.323
O -1.606 1.559 -0.042 -0.317
Cl 1.280 0.867 -0.099 -0.087
H 1.332 -0.911 1.418 0.337
H 2.031 -1.328 -0.224 0.304
```

Properties
LUMO energy (alpha / beta)   0.004 / -2.243 eV
Orbital gap (alpha / beta)   11.0 / 5.9 eV

---

Molecular formula: CH2ClNO2
Method: DFT, the ωB97M-V functional and the def2-TZVPD basis

XYZ file:
```
7
Properties=species:S:1:pos:R:3:mulliken_charge:R:1
C 0.492 -0.132 0.216 -0.323
N -0.794 0.401 -0.199 0.830
O -1.814 -0.031 0.283 -0.483
O -0.685 1.264 -1.036 -0.479
Cl 0.854 -1.524 -0.814 -0.124
H 1.447 0.514 0.010 0.280
H 0.499 -0.490 1.540 0.299
```

Properties
LUMO energy   -0.450 eV
Orbital gap   10.8 eV

---

Molecular formula: CH2ClNO2S
Method: DFT, the ωB97M-V functional and the def2-TZVPD basis

XYZ file:
```
8
Properties=species:S:1:pos:R:3:mulliken_charge:R:1
C -0.068 -0.512 0.201 0.716
N -0.996 -0.884 -0.700 -0.370
O -0.117 0.846 0.434 -0.358
O 0.698 -1.270 0.715 -0.524
S 1.049 1.612 1.350 0.204
Cl 2.239 2.330 -0.115 -0.120
H -1.655 -0.246 -1.105 0.220
H -1.150 -1.877 -0.781 0.231
```

Properties
LUMO energy   0.098 eV
SMILES   NC(=O)OSCl
Orbital gap   9.5 eV

---

Molecular formula: CH2ClNO2S2
Method: DFT, the ωB97M-V functional and the def2-TZVPD basis

XYZ file:
```
9
Properties=species:S:1:pos:R:3:mulliken_charge:R:1
C -1.526 -0.025 1.690 0.429
N -2.146 0.884 1.278 -0.219
O -0.168 -1.014 -1.405 -0.418
O 1.934 -0.683 -0.300 -0.466
S -0.473 -1.141 2.012 -0.384
S 0.767 -1.554 -0.374 0.715
Cl 2.219 1.570 -2.231 -0.345
H -2.764 1.617 0.901 0.357
H 2.156 0.347 -1.571 0.330
```

Properties
LUMO energy   -1.463 eV
Orbital gap   8.8 eV

---

Molecular formula: CH2ClNOS
Method: DFT, the ωB97M-V functional and the def2-TZVPD basis

XYZ file:
```
7
Properties=species:S:1:pos:R:3:mulliken_charge:R:1
C 1.306 -0.489 -0.117 0.365
N -1.121 -0.588 0.318 -0.406
O 1.956 -1.412 -0.478 -0.340
S -1.476 0.905 0.110 -0.005
Cl 1.608 1.166 0.284 -0.072
H -0.596 -0.599 1.140 0.292
H -1.677 1.016 -1.257 0.165
```

Properties
LUMO energy (alpha / beta)   -0.579 / -0.751 eV
Orbital gap (alpha / beta)   8.0 / 7.7 eV

---

Molecular formula: CH2ClNOS
Method: DFT, the ωB97M-V functional and the def2-TZVPD basis

XYZ file:
```
7
Properties=species:S:1:pos:R:3:mulliken_charge:R:1
C -1.030 -0.061 -0.077 -0.125
N 2.755 -0.026 -0.509 -0.221
O 0.152 0.579 0.454 -0.420
S 1.924 0.796 0.303 0.445
Cl -0.937 -1.788 0.269 -0.168
H -1.151 0.200 -1.168 0.277
H -1.714 0.300 0.728 0.211
```

Properties
LUMO energy   -0.751 eV
Orbital gap   9.6 eV

---

What is the formula in the first record? CH2Cl4P2